This record from OMol25 describes the molecule C7H13N. The level of theory is ωB97M-V/def2-TZVPD.

Properties
- SMILES string: C/C=C/C=C/CCN
- Total charge: 0
- Gap between HOMO and LUMO: 10.121 eV
- Relative energy (zero: lowest compared OMol25 entry of this formula, charge and spin): 2.595 eV
- Spin multiplicity: 1
- Molecular weight: 111.2 g/mol

Structure (XYZ):
```
21
Properties=species:S:1:pos:R:3:forces:R:3
H -2.99368 -2.66120 -1.12524 0.5 -1.0 0.5
H 2.01497 1.17511 1.33576 -0.1 0.5 -2.2
H -1.75189 -4.14000 -1.23958 -1.4 1.8 1.2
C -1.13587 -1.13792 0.02996 2.5 -2.1 1.3
H -2.71019 -3.88480 0.33048 0.3 1.0 -1.6
C 1.89486 1.17406 0.16733 1.1 -0.8 1.0
H -0.40684 2.51167 0.79432 1.0 0.5 -1.0
C 1.37496 2.45672 -0.43357 0.0 2.4 1.0
C -2.25839 -3.29381 -0.55723 0.1 -2.1 -0.6
H 1.10056 2.42132 -1.47255 -0.6 -0.8 -0.4
H 2.16866 3.23839 -0.50874 -0.2 -0.6 0.4
C -0.02196 -0.33999 0.58200 -0.8 0.0 0.4
H -0.52976 -3.06243 0.60373 1.6 -0.2 0.1
H 0.88507 3.36114 1.18914 0.1 0.7 1.1
H 1.19734 -0.36342 -1.22443 -1.0 0.4 1.3
C -1.14954 -2.47433 -0.01747 -1.7 1.3 0.2
H 2.88424 0.98653 -0.31014 -0.4 0.0 0.6
N 0.32477 3.15390 0.39404 -0.3 -1.4 -0.5
H -0.24408 0.06498 1.60277 0.7 0.0 -0.9
C 0.96148 0.07157 -0.19836 1.2 -0.5 -0.7
H -1.88102 -0.46236 -0.16968 -2.4 0.8 -1.4
```
Forces are in eV/Å.

This record from OMol25 describes a structure of composition C12H25N6PtSe2Si. The level of theory is ωB97M-V/def2-TZVPD.

Properties
- Total charge: +1
- Gap between HOMO and LUMO (spin up / spin down): 5.403 / 5.819 eV
- Relative energy (zero: lowest compared OMol25 entry of this formula, charge and spin): 0.000 eV
- Spin multiplicity: 3
- Molecular weight: 634.5 g/mol

Structure (XYZ):
```
47
Properties=species:S:1:pos:R:3:forces:R:3
H -2.12833 3.09017 -0.71824 0.0 0.0 0.0
H 1.19307 -6.58486 0.26419 0.0 0.0 0.0
H 2.08218 -0.38829 1.70249 0.2 0.0 0.1
Si 0.15908 3.49435 -1.63415 0.0 -0.4 0.0
H -3.55489 -0.16962 -0.68401 0.0 0.0 0.0
C 0.77119 -4.89260 -0.99466 0.1 -0.6 0.1
H -2.05150 0.76816 -0.59697 0.0 0.0 -0.1
C 1.71065 4.37785 -1.04738 -0.3 0.0 -0.1
N 1.99709 -2.54506 2.07712 -0.1 0.3 -0.2
C -0.39900 0.07801 2.48802 0.2 0.2 -0.1
C 0.65536 1.07101 1.99103 -0.2 -0.1 0.1
C -2.33517 -0.61895 1.01944 -0.1 0.1 -0.3
C 1.58616 -3.23852 1.02942 0.2 -0.5 0.5
H -0.59707 5.11477 -3.38317 0.0 0.0 0.0
Se 2.44158 -3.70304 3.33770 0.0 0.2 0.0
H -1.55726 4.69471 -0.28589 0.1 0.0 -0.1
N 1.18167 -2.65893 -0.14112 -0.5 -0.5 -0.4
H -2.81203 0.15325 1.62548 0.0 -0.1 0.1
H -2.87423 -1.55556 1.18334 0.0 0.0 0.1
H 1.95019 4.16163 -0.00542 0.0 -0.1 0.0
H -0.75929 -1.75025 1.65649 0.0 0.0 0.1
H -1.32102 3.51811 -3.62340 0.0 0.0 0.0
C 1.17492 -5.50952 0.14955 -0.1 -0.1 -0.4
Pt 0.56935 -0.57091 -0.54322 -0.1 0.5 0.8
N 2.02965 -5.10637 2.38556 0.0 -0.4 -0.1
H 1.09144 1.57356 2.86020 0.0 0.0 0.0
C -1.25275 3.64957 -0.38658 0.2 0.0 -0.2
Se 0.57899 1.22461 -2.09490 -0.3 0.5 -0.3
C -0.40636 4.03983 -3.34013 0.2 0.1 0.3
H 0.53655 -3.01235 -2.03614 -0.1 0.0 0.0
H -2.15376 -2.07909 -1.26367 0.0 0.0 0.0
H -0.98275 3.30189 0.60938 0.0 0.0 0.0
C 0.80626 -3.48634 -1.10146 0.3 0.6 0.3
C 1.60544 -4.68202 1.20888 0.1 0.6 0.2
H -1.20623 0.64959 2.94974 0.0 -0.1 0.1
H 0.05405 -0.54672 3.25963 -0.1 -0.1 0.0
H -1.79731 -0.83657 -2.27583 0.1 0.0 0.0
N 1.67101 0.38541 1.19125 0.1 -0.1 -0.1
N -0.92897 -0.78457 1.41886 0.2 -0.1 -0.3
H 0.35449 3.79981 -4.08419 0.0 0.0 0.0
N -1.75114 -1.14719 -1.31137 -0.1 -0.1 -0.1
H 1.56381 5.45772 -1.13774 0.0 0.0 0.0
H 0.18360 1.82241 1.36176 0.0 0.0 -0.1
H 0.44509 -5.47116 -1.84728 0.0 0.0 0.0
H 2.39177 1.02174 0.87449 0.0 0.0 0.0
C -2.48743 -0.21853 -0.44783 0.0 0.0 0.2
H 2.57186 4.10887 -1.65933 0.0 0.0 0.0
```
Forces are in eV/Å.

This record from OMol25 describes a structure of composition C35H45BrN4P2Pt. The level of theory is ωB97M-V/def2-TZVPD.

Properties
- Total charge: +4
- Gap between HOMO and LUMO (spin up / spin down): 5.258 / 4.259 eV
- Spin multiplicity: 5
- Molecular weight: 858.7 g/mol

Structure (XYZ):
```
88
Properties=species:S:1:pos:R:3:forces:R:3
H -3.51332 4.29425 -0.68562 0.1 -0.3 -0.2
H 1.17260 -1.91570 6.46717 -0.2 0.2 0.3
C -3.01502 3.44054 -0.22924 -0.6 -0.8 -0.4
H 0.86919 -3.00208 4.57016 -0.1 -0.1 0.1
C 0.50941 -2.29345 3.84941 -0.2 -0.2 -0.3
C 0.47233 -0.34765 7.79680 0.9 -1.9 -0.9
H 1.80072 1.54536 -0.03965 0.0 -0.2 0.0
H 3.07456 -2.37284 -2.47863 0.0 -0.1 0.2
H 3.88297 -0.58273 0.83598 0.0 0.3 -0.1
H 3.02895 4.89816 -0.17094 0.1 0.2 -0.4
C -0.58408 4.18038 -0.61133 -4.3 0.6 1.6
H 2.80779 3.97750 -5.01513 0.0 0.1 0.2
H 0.18959 -3.34179 1.91854 -0.2 0.0 0.1
H 0.77752 -0.86083 8.70784 0.0 0.1 -0.2
C -1.64387 3.52588 0.10662 1.5 0.8 -0.4
Br -3.53133 -0.78466 0.65065 0.2 2.4 0.5
C 3.28289 -2.45264 -1.40555 0.3 -0.1 -0.1
C 3.59658 0.38312 0.39768 0.3 0.1 0.0
H 3.37728 -0.28784 -2.83954 -0.3 0.4 0.0
C -4.32543 -3.47816 -2.14315 -0.5 -0.2 -0.3
C -0.75859 -2.82306 -2.99373 0.5 0.3 0.1
H 0.89845 -0.84506 -3.02758 0.1 0.3 0.3
C -0.49620 1.59900 6.72537 -0.2 0.3 -2.2
P 1.13194 -0.66792 -0.63940 0.8 -0.1 -1.0
H 0.10436 -3.14028 -2.38897 -0.2 0.0 -0.3
H -2.02201 0.18656 -2.91949 0.0 -0.3 0.1
H 2.93750 1.34572 -2.26005 -0.1 -0.2 -0.1
C 0.56624 3.86404 -1.00269 4.4 0.4 -2.1
H -2.18671 -3.74682 -4.38179 0.3 -0.1 0.2
C -3.69545 2.21904 -0.02917 0.0 0.6 0.0
H -0.95244 2.58892 6.79416 0.2 -0.3 0.0
H -2.45448 -4.24141 -1.34446 -0.1 0.3 0.1
H 1.68788 0.51342 1.37418 0.1 0.0 -0.2
H 0.85630 3.32649 -3.59702 0.3 0.3 -0.1
H 2.47817 0.82633 -3.88938 0.1 -0.1 0.3
C -2.99569 1.20713 0.61685 -0.8 -1.0 -0.5
C -3.28495 -1.01346 -4.20228 -0.2 0.0 -0.3
H 1.30093 -3.06980 -0.79992 0.1 0.3 0.1
C 2.07877 0.55273 0.34809 -0.4 0.1 0.3
H -4.98825 -4.17172 -1.60639 0.2 0.2 -0.1
H 4.06672 0.47617 -0.59022 -0.1 -0.1 0.4
C 2.59764 0.48544 -2.85124 0.3 0.1 -0.1
H -0.55643 1.59328 4.59271 0.0 -0.3 0.5
H -0.38417 -2.08204 -3.71238 -0.2 -0.2 0.1
C 0.27208 -0.27844 5.40065 0.0 -0.6 -0.8
H 4.06328 -1.73079 -1.13864 -0.2 -0.2 -0.2
H -3.31048 -3.12760 -0.28735 0.1 -0.3 -0.2
C -0.27522 1.01533 5.47546 -0.5 1.6 1.3
N -0.25968 -1.22913 2.05185 1.2 1.9 1.3
Pt -0.98758 -0.79098 0.07081 -0.3 -3.3 -2.2
H -4.70660 2.05300 -0.39609 0.2 0.3 0.1
C 2.91975 4.70918 -1.23866 0.9 0.0 -0.8
H 4.86544 5.52867 -1.75677 -0.3 -0.1 -0.1
H 3.68679 -3.45672 -1.22141 -0.1 0.3 -0.1
H 0.49577 0.76527 -2.43838 0.1 -0.2 0.1
H 4.00936 1.17696 1.03682 0.0 -0.3 -0.2
C -1.11874 2.63948 1.05885 -0.2 -1.1 -0.2
H -0.55173 -4.43368 -4.39509 -0.2 0.1 0.2
N -0.68784 1.89263 10.24690 0.2 -0.4 -1.0
H -4.02082 -1.82549 -4.15555 0.3 0.3 -0.1
C -0.44141 1.46232 9.18597 0.1 -0.2 -0.3
N 3.89351 4.76966 -3.42780 -2.7 -0.7 2.1
C 1.74335 4.14215 -1.77918 -2.0 -0.7 1.3
H -2.48441 -1.29496 -4.89937 -0.2 0.1 0.2
N 0.32560 -0.93750 4.15638 0.4 0.1 0.4
P -1.90472 -1.95777 -1.85290 0.6 0.9 -0.4
C -1.33495 -4.02307 -3.74478 -0.2 -0.2 -0.2
C 3.95642 5.03865 -2.12264 1.3 0.7 1.0
H 2.26765 -2.42656 0.50864 0.0 0.0 -0.1
H -4.86118 -2.52710 -2.25606 0.1 -0.3 0.0
C 1.24702 -0.03753 -2.36725 -0.4 -0.1 0.0
C -1.76462 1.41972 1.17079 1.0 0.0 1.0
C -2.74333 -0.64131 -2.82480 -0.2 -0.1 0.1
C 0.14985 -2.45988 2.53855 0.2 0.6 1.2
H -3.79633 -0.13263 -4.61403 0.2 -0.3 0.0
C -0.03697 -0.32458 3.00564 -0.7 -1.1 -0.7
H -4.15529 -3.91460 -3.13856 0.0 0.3 0.4
C -0.14826 0.90522 7.89200 -0.5 0.8 1.7
H -1.65422 -4.81465 -3.05638 0.1 0.1 -0.3
H -3.54550 -0.25912 -2.17826 0.1 -0.1 -0.2
C 2.02748 -2.28198 -0.55497 -0.4 0.0 0.4
C 0.68538 -0.94597 6.55147 0.1 0.1 1.8
C -3.04552 -3.31491 -1.33536 0.2 0.2 0.7
C 1.71182 3.83275 -3.15389 1.2 0.5 -0.8
H -1.20592 0.57069 1.58120 -0.9 1.2 0.4
H -0.10923 0.75875 2.95107 -0.1 -0.6 -0.1
H -0.14117 2.79271 1.49616 0.1 0.0 -0.2
C 2.81234 4.18629 -3.94231 -0.4 -0.6 -1.6
```
Forces are in eV/Å.

This record from OMol25 describes a cluster of 2 separate species, C7H12N2O3 in total. The level of theory is ωB97M-V/def2-TZVPD.

Properties
- Total charge: 0
- Gap between HOMO and LUMO (spin up / spin down): 4.763 / 4.627 eV
- Relative energy (zero: lowest compared OMol25 entry of this formula, charge and spin): 10.431 eV
- Spin multiplicity: 1
- Molecular weight: 172.2 g/mol

Structure (XYZ):
```
24
Properties=species:S:1:pos:R:3:forces:R:3
H -2.62758 -0.44796 -1.75409 -0.1 -0.9 1.7
C -2.10769 -0.30395 -0.75057 -1.2 -1.6 1.0
C -0.51014 3.48311 -0.14786 -0.2 -0.1 -0.6
O -1.32595 0.75605 -1.15718 2.6 0.6 0.3
C 1.88418 -2.43213 -0.37278 -1.2 1.3 -3.8
N 0.01207 0.68564 -0.95544 1.9 1.2 -0.3
C 2.33008 -0.30283 0.85422 1.6 1.7 0.7
H 3.36905 -0.60593 1.11797 -0.6 0.4 -0.5
C 1.83660 -0.88356 -0.38307 0.6 -0.8 -1.1
O 0.42564 -0.54919 -0.51450 -1.6 0.0 -0.1
H -2.71594 0.32687 1.42583 0.6 -0.8 -0.6
N 0.31612 2.62685 2.04294 -0.2 -0.2 -0.1
H 1.72605 -0.62119 1.62968 -1.3 -0.8 1.9
H -3.44280 1.14068 0.15741 -0.5 0.6 -0.6
H 2.44503 -0.50747 -1.17785 -0.2 0.4 -1.1
H -1.43168 -1.15299 -0.36904 -1.6 1.0 -1.1
H 2.81091 -2.95697 -0.26132 0.9 0.3 -0.6
H 1.22142 -2.80215 -1.24445 1.4 0.3 1.3
H 2.19069 0.79243 0.84634 0.5 -0.3 0.0
C -3.07592 0.16350 0.39493 0.6 -0.1 -0.6
O -0.72780 3.96142 -1.19560 0.2 -0.7 0.7
H 1.40586 -2.66034 0.47262 -2.3 -1.3 3.4
C -0.11029 2.81633 0.95045 0.4 0.0 -0.2
H -3.89791 -0.52623 0.39136 -0.5 -0.3 0.3
```
Forces are in eV/Å.